Below is a 3-piece molecular cluster, C18H46N9O9P2S overall in a non-equilibrium geometry, with properties calculated with ωB97M-V with the def2-TZVPD basis set.

Structure (XYZ):
```
85
Properties=species:S:1:pos:R:3
C 1.89 2.75 -5.69
N 1.64 2.09 -4.37
C 0.22 1.58 -4.28
N 0.02 0.64 -3.16
C -0.26 -0.85 -3.31
C -0.09 -1.44 -4.77
N -1.28 -1.03 -5.62
N -0.22 -2.94 -4.63
N 1.21 -1.20 -5.43
C 0.03 0.98 -1.85
N -0.22 0.09 -0.71
C -0.12 0.80 0.53
N 0.23 2.12 0.08
N 0.44 3.05 1.08
C -0.85 3.65 1.55
C 1.28 2.54 2.18
C 2.89 2.45 2.06
O 0.81 2.16 3.28
N 0.30 2.26 -1.28
C 0.67 3.58 -1.80
C 2.27 3.89 -1.73
C 2.37 5.47 -1.38
S 4.10 6.12 -1.42
H 0.97 3.31 -6.04
H 2.79 3.46 -5.62
H 2.17 1.91 -6.43
H 2.29 1.29 -4.30
H -0.03 1.19 -5.31
H -0.53 2.45 -4.12
H -1.27 -1.08 -2.82
H 0.51 -1.39 -2.64
H -2.05 -0.77 -4.97
H -1.63 -1.84 -6.15
H -1.20 -3.07 -4.34
H -0.14 -3.32 -5.59
H 1.97 -0.99 -4.78
H 1.13 -0.50 -6.18
H -0.29 0.37 1.56
H -1.73 2.96 1.25
H -1.01 4.61 0.93
H -0.87 3.94 2.65
H 3.30 3.00 1.16
H 3.40 2.92 2.98
H 3.20 1.35 1.94
H 0.19 4.37 -1.11
H 0.34 3.85 -2.85
H 2.64 3.31 -0.82
H 2.81 3.61 -2.69
H 1.68 5.99 -2.13
H 1.89 5.64 -0.35
H 4.00 7.43 -0.92
C 1.04 -3.99 -1.72
O 0.59 -5.27 -1.31
P -1.07 -5.47 -0.93
O -1.54 -4.37 -1.87
O -0.81 -4.86 0.58
C 0.32 -5.29 1.33
O -2.70 -5.83 -0.51
C -2.88 -6.98 0.32
H 2.13 -3.99 -1.70
H 0.71 -3.79 -2.74
H 0.68 -3.21 -1.04
H 1.11 -4.54 1.24
H 0.69 -6.25 0.97
H 0.05 -5.39 2.38
H -2.51 -6.78 1.33
H -2.35 -7.84 -0.10
H -3.94 -7.21 0.38
C -3.68 -1.48 5.27
O -2.51 -1.52 6.08
P -2.29 -0.32 7.28
O -3.78 -0.10 7.50
O -1.73 0.74 6.15
C -0.78 0.29 5.18
O -1.93 0.81 8.53
C -0.55 0.93 8.87
H -3.53 -2.17 4.44
H -4.53 -1.83 5.86
H -3.86 -0.48 4.88
H -1.32 0.07 4.25
H -0.27 -0.61 5.51
H -0.05 1.07 4.99
H 0.00 1.41 8.06
H -0.13 -0.06 9.07
H -0.46 1.53 9.77
```

Computed properties:
DFT total energy: -2963.70115 hartree
Net charge: +1
Frontier orbital gap: 6.82 eV
Maximum force: 9.97 eV/Å
Energy relative to the best compared isomer or geometry (same formula, charge and spin): 1145.2 kJ/mol